(1)
32
Properties=species:S:1:pos:R:3:forces:R:3 method="wB97M-V/def2-TZVPD" relative_energy_kcal_mol=273.48 e_tot_ev=-17746.819 total_charge=0 e_lumo_ev=0.18 homo_lumo_gap_ev=8.6
C -1.0002 -1.5224 -1.5156 -4.401 -0.669 -0.758
C -1.0499 -2.5200 -2.5120 -0.207 2.075 4.468
N -0.1106 0.7720 -0.9244 1.891 -2.921 -2.099
H 0.4925 3.1357 -1.6450 0.186 0.610 1.847
H -0.1696 3.1060 -0.0035 -4.387 0.264 2.939
H 1.9963 0.2568 4.7530 0.111 -0.393 2.497
C 1.1708 1.4188 -0.6160 -5.976 1.236 6.829
H -4.1524 -3.2974 -2.9035 1.936 -0.066 2.051
H 2.0539 1.1478 -1.0715 1.785 -0.118 -1.651
C -3.3561 -1.7682 -1.6718 -7.412 3.975 6.280
H 3.4792 1.1005 0.6214 -2.058 -1.308 2.035
C 0.6378 2.9237 -0.5148 3.941 -3.750 -7.229
H 1.4693 3.3140 -0.1372 3.116 3.102 1.343
C 0.2394 -0.8318 -1.0938 -4.592 2.965 2.139
C 1.4168 0.9966 1.0056 -9.799 1.937 -1.334
C -3.1679 -2.9143 -2.2984 -11.940 -0.072 -2.152
C 3.0263 0.2959 2.8306 -16.983 4.022 -4.116
N -2.1252 -3.2850 -2.6863 9.614 -4.010 -4.948
H 0.3633 -1.1062 -0.0251 0.875 0.078 -0.838
H -0.4889 1.2785 -1.7771 0.503 -1.610 0.818
C 0.4593 0.4960 3.3269 0.762 1.940 -2.259
H -0.3647 0.4568 3.8853 -2.899 -0.576 2.899
H -2.3295 -0.3646 -0.3931 -0.943 2.513 2.251
C 0.2023 0.9432 2.0924 3.915 -1.212 -5.663
C -2.4139 -1.1676 -0.9947 7.415 -1.316 -2.857
H 3.8624 0.2807 3.1974 9.129 -0.312 3.634
H -4.5031 -1.4318 -1.0806 2.999 -1.249 -2.675
H 0.9247 -1.1137 -1.8041 2.559 -0.081 -1.155
H -0.1242 -2.7481 -2.8585 2.398 -1.355 -1.790
C 2.5740 0.8004 1.4142 11.733 -1.808 3.403
H -0.7337 0.8699 1.6093 -1.164 0.464 -0.093
C 1.7215 0.4779 3.7911 7.891 -2.357 -3.816

(2)
37
Properties=species:S:1:pos:R:3:forces:R:3 method="wB97M-V/def2-TZVPD" relative_energy_kcal_mol=0.00 e_tot_ev=-66514.980 total_charge=-1 e_lumo_ev=2.22 homo_lumo_gap_ev=7.9
H 2.9663 -4.3951 -3.5912 -0.136 -0.097 0.093
H -0.5058 1.6120 -0.7392 -0.266 0.138 0.331
C -1.0337 5.1612 -0.2739 -0.050 0.206 0.382
O -4.8359 1.7602 1.7315 -0.073 -0.204 -0.373
O -2.0942 3.2354 0.5637 -0.467 -0.571 0.043
S -2.9631 -0.9097 0.4173 0.041 -0.561 -0.320
C 3.9593 -3.2788 -2.0068 0.115 -0.374 0.111
O -2.2428 0.1163 -0.3046 -0.043 0.051 0.120
H 1.2047 1.9990 -0.8061 -0.052 0.302 0.049
H 4.7480 -2.6983 -2.4793 -0.051 0.157 0.112
C 2.7913 -3.5460 -2.9345 -0.012 0.324 -0.217
C -0.3346 0.6466 1.9875 -0.109 0.085 -0.269
H 2.5486 -2.6651 -3.5343 0.056 0.002 -0.011
H 0.0895 0.9032 2.9557 -0.085 -0.280 0.067
O -0.7869 -1.2622 3.6339 -0.409 0.407 -0.022
H -1.9560 5.6646 0.0106 -0.020 -0.067 -0.039
H 0.9793 -0.0757 0.3905 -0.253 -0.056 -0.038
C 0.7114 0.8467 0.8959 0.148 0.725 0.165
O 1.6951 -3.8199 -2.0675 0.198 -0.145 0.158
S -0.9618 -1.0401 2.2079 0.476 -1.372 1.838
S 1.8703 -3.0336 -0.6670 -0.019 -0.052 -0.015
O -0.2501 -2.0210 1.4144 -0.479 0.937 -0.104
C 0.3476 1.9062 -0.1300 0.338 -0.832 -0.136
O 1.8777 -3.9989 0.3674 -0.045 -0.031 -0.032
H -0.1937 5.7490 0.0934 0.155 -0.123 -0.252
C -1.0605 3.7673 0.3016 -0.117 0.452 0.121
C -4.6695 0.7657 1.1511 -0.151 -0.007 0.560
O 0.1498 3.2013 0.4913 0.283 0.168 -0.671
H 4.3763 -4.2108 -1.6154 0.011 -0.018 -0.069
N -2.5518 -1.0397 1.9410 0.244 0.446 -0.646
O 3.3946 -2.5460 -0.9234 -0.159 0.155 -0.227
O -3.1302 -2.1535 -0.2725 -0.196 0.071 0.110
O 1.0410 -1.8943 -0.6617 0.520 -0.107 -0.709
H -1.0279 5.0736 -1.3618 0.259 0.075 0.019
H 1.6340 1.2131 1.3624 -0.018 -0.150 0.069
H -1.2077 1.2858 1.8544 0.016 -0.060 -0.191
N -4.5786 -0.3188 0.5979 0.350 0.408 -0.008

(3)
13
Properties=species:S:1:pos:R:3:forces:R:3 method="wB97M-V/def2-TZVPD" relative_energy_kcal_mol=68.48 e_tot_ev=-56240.432 total_charge=0 e_lumo_ev="-1.29 / -1.44" homo_lumo_gap_ev="7.6 / 7.3"
H 1.7962 -0.1041 -1.5384 0.386 -1.285 0.412
H 1.8442 -1.9698 -1.4114 0.197 -0.521 -1.562
N -0.8249 -1.8826 0.7022 0.152 -0.779 0.378
C 0.2724 -1.4005 0.4894 -0.883 -0.467 -0.529
Cl -2.5900 1.6378 1.8586 -0.472 -0.184 -0.867
Cl -2.5159 -0.9195 0.5762 -0.867 -0.808 0.454
Cl -2.4440 1.2830 -1.1488 -0.602 0.270 1.136
H 3.2233 -1.0087 -0.7746 -1.118 0.069 -0.351
C -2.9844 0.6395 0.4607 1.323 1.261 -0.687
H -0.0826 3.1699 0.3892 -2.474 1.282 -2.046
C 2.1201 -1.0378 -0.9825 0.537 1.054 0.745
N 1.4197 -1.1296 0.2783 1.314 1.416 0.914
Cl 0.7659 2.7223 1.1012 2.509 -1.308 2.005

(4)
77
Properties=species:S:1:pos:R:3:forces:R:3 method="wB97M-V/def2-TZVPD" relative_energy_kcal_mol=14.82 e_tot_ev=-125413.644 total_charge=+2 e_lumo_ev=-8.55 homo_lumo_gap_ev=3.9
C -3.0394 1.8038 1.1055 -0.194 0.231 -0.366
C -1.5416 2.7245 -0.5729 -0.241 -1.092 -0.383
H -3.1879 -1.0966 0.4728 0.017 -0.163 0.134
H 0.8538 -4.5592 -1.3993 -0.224 0.027 0.063
C -2.3096 -0.8897 -2.1278 -0.116 0.851 -0.137
H 1.8631 1.4348 5.3789 -0.119 -0.135 0.211
C -2.6633 -1.1600 -3.5972 0.004 -0.775 -0.248
C -0.5066 6.6896 -3.9908 0.011 -0.949 0.008
H 3.9183 -2.3135 -0.3261 -0.206 0.200 -0.211
H -1.9662 -1.8716 -4.0576 -0.080 0.241 0.113
O 1.0577 0.0962 4.0627 -1.365 0.198 0.027
H 3.0115 0.7666 1.1763 0.031 -0.074 0.169
C -1.0893 4.3880 -5.3976 -0.129 0.296 0.230
H 4.5587 -1.3941 2.7497 -0.043 0.121 -0.186
C -1.1908 3.1063 -3.2187 0.218 0.098 3.108
H -4.0385 1.5030 1.4070 0.154 0.034 0.019
P -2.3031 -2.4993 -1.3150 -0.356 -2.402 1.025
H -0.3240 -2.7619 0.0353 0.150 0.108 -0.567
C 0.0320 0.6908 6.2558 0.106 -0.011 -0.033
H -3.7645 -4.1376 0.6177 -0.111 0.300 0.041
H 2.7163 0.3508 -1.2526 0.084 -0.057 0.014
H -0.5838 -4.6069 -2.4329 0.077 0.023 0.262
H -3.6589 -1.6191 -3.6291 0.135 0.267 -0.105
H 0.1140 0.2491 3.8513 0.903 -0.279 0.299
C -0.5219 -2.9195 -1.0388 -0.063 0.039 0.138
C -0.5842 5.4769 -3.3007 -0.329 -0.168 0.075
C 3.0351 -1.7282 -0.6164 -0.132 -0.489 0.039
H 2.4247 -2.3785 -1.2643 0.242 0.053 0.152
H 5.0415 -0.8116 1.1352 -0.131 -0.015 0.187
C 4.4864 -0.5560 2.0468 0.340 0.202 0.134
Br -2.2085 0.5037 3.4401 -0.230 -0.077 0.258
H 2.2980 -2.4719 2.9835 -0.072 -0.119 -0.318
H 0.5352 2.9489 0.0300 -0.358 -0.207 0.213
H 3.4794 -0.6959 -2.4602 0.078 0.136 0.143
C -0.4650 2.6340 0.3462 0.260 -0.799 0.203
C 3.0438 -0.1570 1.7742 -0.240 0.046 0.017
C 2.1991 -2.8657 1.9583 -0.494 -0.083 -0.108
H -2.0137 -2.2843 1.0664 -0.239 0.151 -0.058
H 1.9293 -0.2673 5.8556 -0.166 0.163 0.006
H -0.6172 -0.1881 6.2059 0.046 0.030 0.026
C -1.9408 1.5384 1.9370 0.263 0.686 -1.037
C -1.3359 2.7713 -1.9809 0.721 4.288 -0.623
C -2.8798 -2.1493 0.4050 0.132 0.136 0.116
C 3.3079 -3.8605 1.6302 0.116 -0.221 0.195
H -1.1624 5.7738 -7.0712 0.093 -0.009 0.259
H -4.2133 -2.9897 1.8936 0.047 -0.040 -0.203
H 1.2205 -3.3731 1.9102 0.331 -0.049 0.226
H 3.1173 -4.3837 0.6862 0.079 0.134 0.117
H -0.2785 7.6031 -3.4438 -0.020 -0.098 -0.277
H -0.4359 5.4334 -2.2267 0.008 0.116 -0.092
C -2.8508 2.3870 -0.1397 -0.079 -0.551 0.102
H -1.2566 -0.5969 -1.8963 -0.052 0.229 0.141
N -0.7151 6.7568 -5.3027 -0.115 0.190 -0.249
C -4.0188 -3.0874 0.8192 -0.138 0.006 0.127
H -3.0878 -0.3304 -1.5796 0.391 0.107 -0.172
H -3.6869 2.4720 -0.8478 0.305 0.085 0.440
P 1.9911 -1.3787 0.8702 0.268 0.687 0.289
C -0.6601 2.0182 1.5838 -0.210 0.390 -0.355
H -1.3114 3.5059 -5.9922 -0.026 0.172 0.062
C -0.9969 5.6559 -6.0003 0.194 -0.443 0.659
H 0.1779 1.8708 2.2571 -0.010 0.023 -0.076
H -4.9510 -2.8427 0.2957 0.221 -0.155 0.024
H 3.3552 -4.6234 2.4170 0.016 0.106 -0.175
C -0.9323 4.3106 -4.0058 0.013 0.524 -1.028
H -0.5257 1.5765 5.9429 -0.044 -0.054 0.021
H -0.6999 -5.0707 -0.7186 0.070 0.161 -0.207
H 4.2965 -3.3908 1.5758 -0.224 -0.091 -0.010
H 4.4303 -0.1149 -1.0929 -0.363 0.030 -0.007
C -0.2271 -4.3721 -1.4209 0.133 -0.139 -0.189
C 1.2808 0.5036 5.4214 0.709 0.030 0.028
H 5.0072 0.2923 2.5085 0.004 -0.204 -0.053
H 0.3234 0.8318 7.2998 -0.086 0.012 -0.102
C 3.4338 -0.4688 -1.3891 0.168 -0.077 -0.218
Cd -1.6986 1.0602 -3.1414 -0.132 -1.635 -1.179
H -2.7140 -0.2846 -4.2803 -0.333 -0.030 -0.584
H 0.1083 -2.2164 -1.6060 -0.027 -0.204 0.149
H 2.5099 0.0393 2.7249 0.365 -0.032 -0.713

(5)
26
Properties=species:S:1:pos:R:3:forces:R:3 method="wB97M-V/def2-TZVPD" relative_energy_kcal_mol=37.86 e_tot_ev=-15617.668 total_charge=0 e_lumo_ev=0.66 homo_lumo_gap_ev=8.3
C -3.7323 0.4320 0.0385 3.282 -0.596 -0.469
C 2.4029 -1.5998 0.2045 1.003 -1.534 -3.213
C -1.2806 0.3492 -0.3784 3.279 0.413 1.554
C 2.5735 0.7976 -0.2116 0.531 1.831 0.346
H 4.0195 -0.4017 0.9775 -0.181 0.303 -0.280
H -2.6990 -2.7949 -0.0192 0.892 0.970 0.011
H 4.1079 -0.5183 -0.7292 0.931 -0.827 -1.362
N 0.0374 2.2931 0.3377 -0.169 4.874 0.563
N -0.1102 -1.8186 -0.0954 3.000 1.965 -0.305
C -1.1891 -1.0407 -0.1817 -3.871 -1.663 -0.400
H -4.6005 1.0399 0.1175 -0.549 0.182 0.073
C 3.4215 -0.4640 0.0554 -1.085 0.985 1.918
H 2.8136 -2.4708 -0.4002 -0.912 0.817 0.177
C -2.4775 0.9930 -0.2127 -3.509 3.111 0.047
H 0.8279 2.9135 0.2108 0.613 -0.873 -0.057
H -4.7084 -1.4711 0.1467 1.415 0.080 0.284
H -0.7205 2.9931 0.4116 -0.189 -1.671 -0.153
C -0.0087 1.1068 -0.2138 0.330 -4.369 -1.709
C 1.0453 -1.0767 -0.2395 -0.699 -0.211 0.539
H 2.3588 -2.0714 1.1394 -0.286 -0.049 1.743
H 3.0094 1.5548 -0.9246 -0.401 -1.221 -0.072
H 2.4641 1.4684 0.6343 0.445 -0.038 0.965
C 1.1973 0.3384 -0.4376 -3.296 -0.806 0.296
C -3.6911 -0.9832 0.1234 -2.204 0.298 -0.563
H -2.5179 2.1207 -0.3263 0.366 -1.293 0.141
C -2.5433 -1.6893 -0.0271 1.265 -0.677 -0.071

(6)
13
Properties=species:S:1:pos:R:3:forces:R:3 method="wB97M-V/def2-TZVPD" relative_energy_kcal_mol=62.76 e_tot_ev=-7796.923 total_charge=0 e_lumo_ev=0.84 homo_lumo_gap_ev=9.5
C 0.4152 -0.2848 0.6363 -3.930 0.552 -1.126
H 2.0508 -1.7442 0.3367 0.027 0.058 0.071
H 0.9689 0.6739 -1.2874 -0.092 0.007 -0.071
H -2.7619 1.5489 -0.1901 0.124 -0.114 0.018
O -2.2453 -1.0589 -0.1291 -0.382 0.293 -0.139
C 1.2410 -1.2203 -0.1534 -0.074 -0.174 0.006
N -1.8407 1.2048 0.0522 -0.643 0.866 -0.131
C -1.5888 -0.0927 0.0867 4.463 -1.474 1.240
H 0.7585 -1.7977 -0.9263 -0.112 -0.051 -0.088
H -1.1165 1.8666 0.2656 0.032 -0.144 -0.006
H 0.5050 -0.1354 1.6964 0.169 -0.011 0.180
C 1.3589 0.2684 -0.3656 0.391 0.241 0.014
H 2.2549 0.7715 -0.0220 0.027 -0.051 0.032

(7)
22
Properties=species:S:1:pos:R:3:forces:R:3 method="wB97M-V/def2-TZVPD" spin_multiplicity=6 relative_energy_kcal_mol=10.03 e_tot_ev=-25162.546 total_charge=+3 e_lumo_ev="-12.05 / -17.76" homo_lumo_gap_ev="6.8 / 3.0"
H 2.4651 -0.2185 2.0522 -0.375 0.021 -0.439
O 0.0141 0.0031 -5.0392 -0.059 0.007 2.427
C -1.4508 -1.1523 0.1242 -7.303 -5.514 -3.038
N 1.9921 -0.2758 2.9451 -1.847 0.422 3.027
C -0.0094 0.0058 -3.9020 0.064 -0.008 -2.265
C 0.6623 -0.1117 3.2939 2.515 -0.253 -2.697
O -1.8473 2.3500 -0.1067 3.231 -3.961 1.305
O 1.8552 -2.4015 -0.2511 -3.859 5.186 2.153
H -1.3291 -0.8209 5.5315 -0.308 -1.006 1.285
N 0.3229 -0.1246 4.5813 -1.164 0.084 1.509
C 1.1748 -1.4966 0.0924 6.214 -8.512 -3.943
H -1.7941 0.1258 4.1422 0.409 -0.018 -0.508
Ru 0.0806 -0.0115 0.7288 0.055 0.022 -0.783
C -1.0769 0.0299 4.9424 1.055 -0.151 -0.690
H -1.1374 0.8920 5.5666 -0.076 0.994 1.296
O -0.3139 0.0327 2.4977 0.423 -0.016 4.244
H 1.0898 -0.2413 5.2421 -0.288 -0.012 0.921
O -2.3547 -1.8419 -0.1154 4.152 3.127 1.342
C -1.1333 1.4655 0.1289 -5.716 7.054 -2.994
O 2.3808 1.8787 -0.2387 -4.610 -3.780 1.935
H 2.6678 -0.3230 3.7267 -0.166 -0.113 -0.365
C 1.5025 1.1677 0.0902 7.653 6.427 -3.727

(8)
9
Properties=species:S:1:pos:R:3:forces:R:3 method="wB97M-V/def2-TZVPD" relative_energy_kcal_mol=47.01 e_tot_ev=-97914.674 total_charge=-1 e_lumo_ev=3.35 homo_lumo_gap_ev=6.0
C 0.6335 0.0665 -0.6008 0.374 -0.398 -0.198
C -1.3074 0.5637 1.5222 0.042 0.686 -0.053
H 2.5605 -0.6616 0.0830 0.983 -0.237 0.465
O -0.7321 -0.3387 1.8749 1.649 -3.238 1.589
S 1.9273 -1.2409 -0.9139 -0.544 0.873 0.002
O -1.9141 1.4881 1.2684 -1.733 2.608 -0.905
Br 1.0188 1.7220 -1.6687 0.371 0.324 -0.313
H -1.3367 -1.0557 -0.1996 -0.018 -0.089 -0.708
S -0.8498 -0.5435 -1.3655 -1.124 -0.529 0.122